No. 1
Density functional theory data (wB97M-V/def2-TZVPD) for 5 unconnected molecules or ions with the total composition C55H51N4O14P at a distorted geometry.

XYZ file:
```
125
Properties=species:S:1:pos:R:3:forces:R:3
C 5.1140 -3.0529 0.4237 0.1 1.6 6.5
C 5.1538 -2.7973 1.7261 -1.8 -0.8 -6.5
C 4.7039 -2.3639 3.2139 1.5 -0.8 -0.6
C 3.9487 -0.9430 3.2954 -0.4 0.2 0.7
C 2.7418 -0.7486 2.2419 -0.3 0.4 -0.9
C 2.5393 0.8047 1.7720 -0.4 3.3 -0.6
C 3.7351 1.6110 1.0942 -1.9 1.9 0.3
C 5.2042 0.9494 0.7976 -1.4 -0.2 -1.7
C 5.4451 1.0680 -0.8179 0.6 0.3 -3.5
C 4.2528 0.6401 -1.8021 2.7 0.9 -1.2
C 4.3447 0.7124 -3.3761 3.8 1.2 3.2
C 5.7366 1.2391 -3.9792 -0.8 -0.4 3.6
C 6.9579 1.6501 -3.0188 -3.4 -1.0 0.9
C 6.8054 1.5815 -1.4311 -3.2 -1.1 -2.2
C 3.5935 3.1373 0.6197 -3.4 -1.6 1.5
C 2.2247 3.9207 0.7866 0.6 -4.4 1.4
C 1.0338 3.1139 1.4466 1.7 -1.2 -0.4
C 1.1658 1.5914 1.9375 2.1 1.4 -1.3
C -0.1684 0.8916 2.5670 -0.2 -1.0 1.5
O -0.1647 0.1346 3.5900 0.1 3.0 -4.4
C -1.5431 1.2555 1.7641 -1.6 0.5 -1.2
C -2.6280 0.1529 1.4739 -0.6 4.4 -1.4
C -3.9156 0.5889 0.6381 3.1 2.0 1.0
C -4.9968 -0.5775 0.3255 2.0 0.8 0.0
P -6.3744 -0.7560 1.6143 -4.5 -2.0 -0.9
O -7.5460 -1.5298 0.9472 3.5 2.0 1.7
O -5.7945 -1.7112 2.9219 -0.5 2.9 -1.2
O -7.0005 0.7481 2.1764 2.7 -2.8 -1.3
C -4.0235 2.0807 0.1500 1.5 -0.2 0.9
C -5.3022 2.4953 -0.7367 0.2 -1.6 0.0
C -5.1507 1.9239 -2.2736 0.5 1.1 0.2
C -3.6232 1.8901 -2.8010 0.4 -0.1 -1.5
C -2.9496 0.4112 -2.7748 0.2 -0.2 0.8
O -1.7930 0.3029 -3.6852 -0.6 -0.8 1.1
C -2.9418 3.2165 0.4473 1.1 -4.2 1.9
C -1.6758 2.7783 1.2721 -2.2 -2.1 -0.8
C -0.4418 3.7864 1.6328 -0.2 1.7 0.9
O -0.6367 4.9702 2.0575 0.8 -5.0 -2.1
H 5.0720 -3.2130 -0.7242 0.4 0.3 2.8
H 5.6900 -2.3166 3.8380 -1.9 0.1 -1.1
H 4.1066 -3.2484 3.6771 0.8 1.7 -1.0
H 3.4704 -0.8867 4.3599 0.9 -0.2 -1.9
H 4.6997 -0.0557 3.2624 -1.2 -1.7 -0.2
H 1.7800 -1.1953 2.7036 1.5 1.1 -0.8
H 2.8988 -1.3321 1.2408 0.1 0.9 1.9
H 6.0452 1.4817 1.3708 -1.4 -0.9 -0.8
H 5.1683 -0.1908 1.0064 0.2 2.0 -0.1
H 3.2991 0.2439 -1.2839 1.7 0.8 -1.1
H 3.4584 0.3817 -4.0361 1.7 0.7 1.2
H 5.7913 1.3006 -5.1384 0.2 0.0 2.4
H 7.9265 2.0246 -3.5424 -2.0 -0.8 1.3
H 7.6596 1.9020 -0.7080 -1.7 -0.7 -1.6
H 4.4870 3.6741 0.1101 -1.7 -1.2 1.0
H 2.0926 5.0046 0.4225 0.2 -2.0 0.8
H -2.5485 -0.9379 1.8227 0.1 2.0 -0.5
H -4.3873 -1.5737 0.3485 -1.3 1.7 0.1
H -5.4114 -0.4739 -0.7532 0.3 -0.1 2.1
H -5.7616 -1.1912 3.7631 0.0 -0.5 -1.0
H -6.3973 1.4494 1.8068 -0.7 -0.4 0.8
H -5.5403 3.6194 -0.7064 0.7 -1.8 0.0
H -6.2166 1.9444 -0.2972 1.3 1.0 -0.6
H -5.6152 0.8774 -2.3833 0.6 1.7 0.2
H -5.7330 2.6856 -2.9342 0.9 -1.6 1.0
H -3.6626 2.1949 -3.9290 0.2 -0.7 1.9
H -2.9374 2.6956 -2.3076 -1.3 -1.6 -0.6
H -2.5548 0.1312 -1.7148 -0.9 0.7 -1.6
H -3.7143 -0.3924 -3.0856 0.8 1.3 0.5
H -1.3655 -0.5727 -3.4691 -0.7 1.5 -0.4
H -3.0619 4.3100 0.0823 0.1 -2.2 0.7
O -6.1373 5.0211 2.1898 0.4 -1.0 0.2
N -5.7470 3.9664 2.6749 -0.3 0.5 -0.3
O -5.6615 2.9079 2.0565 0.1 1.4 0.5
C -5.3595 3.9643 4.0864 0.3 -0.1 0.8
C -5.4760 5.1363 4.8353 0.0 0.1 0.0
C -5.1288 5.1226 6.1829 0.0 -0.3 -0.2
C -4.6656 3.9486 6.7721 0.0 0.0 -0.1
C -4.5413 2.7845 6.0176 -0.1 0.2 -0.1
C -4.8887 2.7874 4.6699 0.0 -0.1 0.0
H -5.8355 6.0580 4.3890 0.0 -0.3 -0.1
H -5.2219 6.0271 6.7761 0.0 -0.1 -0.1
H -4.4007 3.9406 7.8259 0.0 0.0 -0.2
H -4.1767 1.8735 6.4820 0.0 0.1 -0.1
H -4.7898 1.8722 4.0942 -0.1 0.3 -0.1
O -4.7845 -3.9266 -1.9396 -0.3 -0.1 -0.8
N -5.2301 -4.0620 -3.0753 0.6 -0.4 0.2
O -4.7255 -4.7721 -3.9383 -0.4 0.5 0.6
C -6.4449 -3.3202 -3.4251 -0.8 0.5 -0.2
C -7.0293 -2.4720 -2.4835 0.1 0.0 0.1
C -8.1688 -1.7507 -2.8275 0.1 -0.1 -0.2
C -8.7193 -1.8816 -4.1001 0.1 0.0 0.0
C -8.1382 -2.7376 -5.0330 0.1 0.0 0.3
C -6.9966 -3.4610 -4.6991 0.0 -0.1 -0.1
H -6.6114 -2.3599 -1.4877 -0.1 -0.2 -0.1
H -8.6269 -1.0833 -2.1037 0.1 -0.2 0.0
H -9.6058 -1.3127 -4.3668 0.1 -0.1 0.0
H -8.5738 -2.8376 -6.0225 0.1 0.0 0.1
H -6.5523 -4.1219 -5.4367 0.1 0.1 0.3
O 8.2656 1.5684 -5.7571 -0.1 -0.6 -0.8
N 8.0007 0.6945 -6.5777 0.1 -0.3 0.7
O 7.8307 -0.4872 -6.3015 0.1 0.9 -0.2
C 7.8846 1.0911 -7.9838 -0.1 0.3 -0.9
C 8.1074 2.4204 -8.3458 0.0 0.0 0.0
C 8.0195 2.7874 -9.6857 -0.1 -0.3 0.0
C 7.7074 1.8335 -10.6512 0.0 0.0 0.0
C 7.4758 0.5104 -10.2832 0.1 0.2 0.2
C 7.5641 0.1330 -8.9462 0.0 -0.1 0.0
H 8.3514 3.1740 -7.6039 0.0 -0.3 0.0
H 8.1974 3.8176 -9.9787 0.0 -0.1 0.1
H 7.6452 2.1228 -11.6968 0.0 0.0 0.2
H 7.2301 -0.2279 -11.0403 0.0 0.1 0.2
H 7.3844 -0.9023 -8.6739 0.1 0.2 0.2
O 2.4078 -3.4458 5.9747 0.8 -0.3 0.3
N 3.4230 -3.9415 6.4535 0.0 0.8 -0.1
O 4.4463 -3.3156 6.7092 -0.7 -0.4 -0.2
C 3.4138 -5.3799 6.7337 0.0 -0.9 0.2
C 2.2824 -6.1355 6.4226 -0.1 0.0 0.0
C 2.2873 -7.5056 6.6684 0.2 0.1 0.1
C 3.4118 -8.1107 7.2240 0.0 0.1 0.0
C 4.5344 -7.3503 7.5422 -0.3 0.1 -0.1
C 4.5403 -5.9799 7.2976 0.1 0.0 0.0
H 1.3992 -5.6771 5.9892 0.3 0.1 0.1
H 1.4147 -8.1036 6.4239 0.1 0.1 0.0
H 3.4138 -9.1814 7.4092 0.0 0.2 0.0
H 5.4069 -7.8274 7.9778 -0.1 0.1 -0.1
H 5.4231 -5.3999 7.5475 -0.3 0.1 -0.1
```
Forces are in eV/Å.

Calculated values
2S+1   1

Results of the Mulliken charge analysis, in e, for atoms 1 through 2: -0.1243, -0.4917

***

No. 2
Density functional theory data (wB97M-V/def2-TZVPD) for a molecular structure, C55H52FKN4OP4 at a distorted geometry.

XYZ file:
```
118
Properties=species:S:1:pos:R:3:forces:R:3
K -0.4107 0.1374 -1.8604 0.3 0.5 -0.5
C -0.4329 -3.4561 -2.0893 1.0 -0.2 -0.3
P 1.3775 -3.1471 -1.7364 0.0 -0.4 0.1
C 1.5589 -4.5741 -0.5369 0.7 0.1 -0.7
C 1.6028 -5.9634 -0.7623 -0.5 0.0 -0.2
C 1.4934 -6.8519 0.3187 0.5 0.5 -0.2
C 1.3939 -6.3479 1.6193 0.1 -0.1 0.3
C 1.3140 -4.9881 1.8464 0.8 1.5 0.0
C 1.4946 -4.1081 0.7556 -1.0 -0.3 1.3
C 2.2823 -3.5913 -3.2641 0.8 -0.6 -0.1
C 1.8393 -3.0001 -4.4560 0.7 -1.0 0.4
C 2.5192 -3.2451 -5.6191 -0.2 0.6 -1.0
C 3.6674 -4.0178 -5.6524 0.1 0.4 -1.4
C 4.1757 -4.5363 -4.5083 1.0 -1.4 1.9
C 3.4854 -4.3350 -3.2892 -0.6 0.2 -0.3
C -1.0948 -3.1110 -0.8267 -0.6 0.0 0.7
C -1.6234 -3.9557 0.1299 -0.2 -0.3 0.5
C -2.0197 -3.1098 1.2017 -0.9 0.1 0.6
C -1.7646 -1.7996 0.7719 -0.1 -0.2 1.4
C -1.8499 -0.4376 1.4484 0.6 -1.0 -0.2
P -0.0971 0.0291 1.8483 -0.3 0.2 -0.3
C -0.3880 1.6811 2.5998 -0.4 0.7 0.9
C -0.1883 2.8245 1.8189 0.2 -0.6 0.9
C -0.3886 4.0953 2.3572 -0.4 -0.3 0.3
C -0.8314 4.2788 3.6805 0.3 -0.9 -0.6
C -1.1012 3.1282 4.4698 0.4 0.7 -0.7
C -0.8798 1.8730 3.9059 -0.1 -0.5 0.0
C 0.2805 -1.0562 3.2775 1.0 -0.6 0.2
C 1.6427 -1.1903 3.6519 -1.4 -0.4 0.9
C 2.0011 -2.0992 4.6718 0.3 0.8 -0.8
C 1.0861 -2.9215 5.2906 -1.1 -0.4 0.4
C -0.2496 -2.8319 4.8819 0.6 0.2 -0.3
C -0.6155 -1.9400 3.8843 0.9 0.1 0.5
N -1.1493 -1.8185 -0.3957 0.3 -0.2 -1.8
H -0.5463 -4.5023 -2.3945 -0.2 0.2 0.1
H -0.6702 -2.7308 -2.8664 -0.1 -0.2 -0.3
H 1.6463 -6.2936 -1.8147 0.0 -0.1 0.7
H 1.5621 -7.9346 0.2231 0.0 0.2 -0.4
H 1.4797 -7.0358 2.4590 -0.4 0.0 -0.1
H 1.2221 -4.4881 2.8404 0.0 -0.9 -0.7
H 1.4169 -3.0315 0.9237 0.1 -0.2 0.0
H 0.9702 -2.3918 -4.4410 -0.9 0.7 0.0
H 2.1475 -2.7570 -6.5308 0.2 -0.3 0.3
H 4.1787 -4.1891 -6.5965 0.0 0.0 0.0
H 5.1073 -5.1787 -4.5463 -1.1 0.9 0.2
H 3.8195 -4.7651 -2.3485 0.2 -0.1 -0.2
H -1.6620 -5.0516 0.0787 0.0 0.5 0.1
H -2.5245 -3.3818 2.1380 0.2 -0.1 -0.5
H -2.4789 -0.4320 2.3354 -0.2 0.2 0.0
H -2.1727 0.2918 0.7021 -0.2 0.1 0.3
H 0.2224 2.6770 0.8377 0.0 0.4 -0.4
H -0.2257 4.9280 1.6876 0.1 0.3 0.2
H -0.8956 5.3094 4.0226 -0.3 -0.3 0.3
H -1.4447 3.2139 5.5043 0.1 0.0 -0.4
H -1.0943 0.9661 4.4727 0.0 0.3 0.2
H 2.3652 -0.5376 3.1952 0.4 0.0 -0.2
H 3.0342 -2.1342 4.9561 0.4 -0.1 0.1
H 1.3415 -3.6252 6.0990 0.2 0.4 -0.5
H -1.0420 -3.4557 5.2706 0.2 -0.2 0.3
H -1.6250 -1.9974 3.6193 -1.3 0.3 -0.6
O 0.7501 2.9734 -1.1018 -1.3 -0.1 -1.3
C -0.3475 3.1180 -1.7197 1.3 0.3 1.7
C -1.1734 4.3126 -1.1195 -0.2 0.8 -0.5
C -0.6339 5.6058 -1.0607 -0.9 0.2 0.1
C -1.4500 6.7579 -1.0272 1.1 -0.9 0.1
C -2.8217 6.6278 -0.9074 -0.1 -0.1 -0.4
C -3.3738 5.3456 -0.8208 0.5 0.1 -0.9
C -2.5621 4.2295 -0.9832 -0.4 -0.7 -0.3
P -3.1977 2.4975 -1.0083 0.4 -0.5 0.0
C -4.3943 2.4769 0.3716 -0.2 -0.2 0.5
C -4.1420 3.1639 1.5764 -1.0 -1.3 -0.1
C -4.8169 2.7786 2.7390 0.5 -0.1 0.2
C -5.6772 1.6790 2.7430 -0.3 0.8 0.1
C -5.9624 1.0284 1.5507 -0.6 -0.8 0.0
C -5.3514 1.4449 0.3830 0.0 0.0 -1.2
C -4.2232 2.1305 -2.5226 0.6 1.3 0.4
C -4.5848 3.1088 -3.4322 -0.4 0.4 -0.9
C -5.2916 2.7669 -4.5860 -0.2 -0.2 -0.1
C -5.6429 1.4330 -4.8854 0.9 0.9 1.3
C -5.1938 0.4355 -4.0083 0.2 1.0 -0.7
C -4.4631 0.8253 -2.8617 -0.4 -2.5 0.3
H 0.4271 5.7150 -1.0776 0.7 0.0 -0.2
H -0.9335 7.7129 -1.1417 -0.4 0.0 0.1
H -3.4435 7.4966 -1.0697 -0.2 0.1 0.4
H -4.4326 5.1802 -0.8958 -0.5 0.2 0.5
H -3.4188 3.9352 1.6258 0.6 0.6 0.0
H -4.5742 3.2945 3.6809 -0.2 -0.2 -0.5
H -6.2299 1.4533 3.6497 0.2 -0.3 0.0
H -6.6533 0.1475 1.5375 0.6 1.0 0.0
H -5.6021 0.9863 -0.6051 0.2 0.1 1.2
H -4.2821 4.1474 -3.2983 -0.1 -0.2 0.1
H -5.5624 3.5621 -5.2775 0.0 -0.1 0.0
H -6.2062 1.2252 -5.7782 0.0 -0.2 -0.2
H -5.3461 -0.5816 -4.3705 0.2 0.0 0.8
H -4.0838 0.0437 -2.1639 -0.3 0.5 -0.7
C 5.8997 2.0428 0.4786 0.1 -0.5 -1.5
N 4.5030 2.4611 0.3392 0.0 -0.4 -0.7
C 3.6907 1.6680 1.2704 0.0 1.2 0.7
N 3.8620 0.2450 1.1484 0.6 -0.9 -0.2
C 5.2775 -0.1496 1.2093 -0.2 0.6 -0.8
N 6.1499 0.5831 0.2713 -0.2 0.6 -0.1
C 5.8734 0.1952 -1.1328 -0.4 0.3 0.5
P 4.0966 0.4716 -1.6473 0.3 0.5 -0.3
C 4.0054 2.2430 -1.0450 0.9 -0.1 0.4
C 3.3363 -0.2323 -0.1333 -2.2 -0.1 0.1
H 6.2299 2.3265 1.4604 0.2 0.0 0.7
H 6.5513 2.5555 -0.2736 -0.7 -0.1 0.5
H 2.6123 1.9351 1.1778 0.7 -0.2 -0.2
H 4.0108 2.0348 2.2619 -0.1 -0.5 0.0
H 5.3518 -1.2184 1.0003 0.0 0.0 0.1
H 5.6828 0.0677 2.1745 0.1 0.0 0.9
H 6.0412 -0.8609 -1.2080 0.2 -0.8 0.0
H 6.5892 0.6446 -1.8330 -0.2 0.3 0.2
H 2.9793 2.5662 -1.0755 -0.5 0.2 -0.2
H 4.6164 2.8739 -1.6936 -0.1 0.0 -0.2
H 3.2862 -1.3329 -0.1701 0.3 0.3 0.1
H 2.2378 0.0507 -0.1742 1.1 -0.2 0.0
F -0.2501 -1.3146 -3.8005 -0.2 0.6 -0.3
```
Forces are in eV/Å.

Calculated values
Charge   -2
2S+1   1
Energy relative to the best compared isomer or geometry (same formula, charge and spin)   0.000 eV

Results of the Mulliken charge analysis, in e, for atoms 1 through 2: 0.8166, -0.5549

***

| no. | frontier orbital gap (eV) | E_HOMO (eV) |
| --- | --- | --- |
| 1 | 6.855 | -8.03 |
| 2 | 5.437 | -1.31 |